21
Properties=species:S:1:pos:R:3:lowdin_charge:R:1 method="wB97M-V/def2-TZVPD" homo_ha="-0.300 / -0.300" smiles="CCP(=S)=NN(C)C.F" e_above_lowest_ev=3.116
S 0.4660 -1.9378 2.3186 0.16
P -0.1994 -0.8043 0.8238 0.47
F -0.8788 -0.2246 -2.0334 -0.20
N 0.1992 0.5855 0.1112 -0.25
N 1.3699 1.1471 -0.0819 -0.28
C 2.5370 0.5887 0.4725 -0.09
C -1.9957 -0.5668 1.0262 -0.44
C 1.5727 1.7482 -1.5225 0.02
C -2.6663 -1.7538 0.4663 -0.20
H 3.3735 1.1159 0.0409 0.09
H -3.7690 -1.7306 0.7001 0.10
H 2.6382 1.7916 -1.8483 0.09
H 2.5415 -0.4010 0.1042 0.07
H -2.2133 -2.6618 0.8229 0.06
H -2.1948 -0.4954 2.0639 0.05
H 0.9352 1.3568 -2.2119 0.02
H -0.5211 0.1633 -1.1622 -0.01
H 1.2842 2.8155 -1.5776 0.09
H 2.3761 0.4697 1.5237 0.07
H -2.2879 0.4831 0.5259 0.14
H -2.5672 -1.6894 -0.5624 0.03

---

26
Properties=species:S:1:pos:R:3:mulliken_spin:R:1 method="wB97M-V/def2-TZVPD" s2=2.011 total_charge=+1 homo_ha="-0.502 / -0.482" multiplicity=3
Ni -0.2262 2.6709 -0.6500 0.96
S 2.0474 -1.2930 0.6804 0.40
S 0.4941 2.8626 2.8217 0.00
P 0.7286 0.0635 -0.4478 0.03
F 0.7521 4.1833 1.8952 0.00
O -0.5862 -0.3849 0.5872 0.01
O -0.8210 3.0364 3.4801 0.00
O 1.3105 1.3186 0.6164 0.01
O 1.5664 2.7609 3.8320 0.00
N 0.5824 -1.3128 -1.5638 0.47
C 0.4900 1.3389 1.7963 0.01
C -0.7364 -1.4632 -2.2014 -0.02
C -0.9139 0.8112 1.2831 -0.01
C -1.2364 -2.9588 -1.9241 0.05
H 1.3389 -1.3289 -2.2452 -0.02
H -0.0957 0.9959 -1.2394 -0.02
H -1.2860 1.5871 0.5323 0.00
H -0.9584 -3.5806 -2.7963 0.00
H -1.7136 0.6406 2.0210 0.00
H 1.7974 0.4779 -1.3318 0.10
H -2.3086 -3.0071 -1.6709 0.00
H -0.6827 -1.3866 -3.3118 0.01
H -0.6468 -3.3475 -1.0653 0.00
H -1.4869 -0.7243 -1.8694 0.01
H 0.8969 0.5868 2.5156 0.00
H 1.6940 -2.5467 0.2561 0.00

---

19
Properties=species:S:1:pos:R:3:lowdin_charge:R:1 method="wB97M-V/def2-TZVPD" homo_ha=-0.236 e_above_lowest_ev=1.474
I -0.9205 -3.5338 0.3526 -0.50
O 0.8072 0.2371 -1.4446 -0.20
N -0.5637 1.7023 0.4984 0.24
C 0.2066 -0.3059 -2.5680 -0.11
C 0.4365 -0.4263 -0.3190 -0.34
C 0.2201 0.4740 0.8827 -0.30
C -0.0671 -0.2287 2.2036 -0.04
H -0.9005 -0.2485 -2.4898 0.10
H 0.4947 -1.3693 -2.6938 0.11
H 0.1784 0.4470 3.0322 0.09
H 1.2233 -1.1473 -0.1308 0.12
H -0.0457 2.1066 -0.3165 0.19
H 1.2341 1.0259 1.0403 0.18
H -0.4443 -1.0169 -0.5738 -0.03
H -0.6191 2.3666 1.1730 0.12
H -0.9638 -0.7030 2.3170 0.03
H 0.5420 0.1905 -3.5125 0.10
H -1.5121 1.3795 0.3348 0.18
H 0.6940 -0.9498 2.2142 0.07

---

19
Properties=species:S:1:pos:R:3:lowdin_charge:R:1 method="wB97M-V/def2-TZVPD" homo_ha=-0.325 e_above_lowest_ev=1.483
I 4.2257 -0.0318 0.2003 0.34
Si 2.0937 0.5689 -0.9204 0.03
N 1.1606 -0.3824 0.1204 -0.23
C -0.7507 1.2787 0.5031 -0.09
C -0.6966 -0.1842 0.2470 -0.49
C -1.0986 -1.0656 1.4251 -0.03
C -1.1225 -0.6401 -1.0930 -0.08
H -0.7359 0.2332 -1.8440 0.13
H 2.1731 2.1390 -0.7743 -0.06
H -0.7184 1.7525 -0.5087 0.08
H -2.0342 -1.4587 1.0363 0.08
H -0.2236 -1.6836 1.6017 0.07
H 1.9585 0.3866 -2.2672 -0.12
H -1.7054 1.4952 0.9155 0.08
H -0.7133 -1.5131 -1.5242 0.07
H 1.6338 -1.1812 0.5438 -0.02
H -1.3322 -0.4790 2.3713 0.11
H -2.1202 -0.9232 -1.1435 0.06
H 0.0062 1.6887 1.1108 0.07

---

18
Properties=species:S:1:pos:R:3:mulliken_spin:R:1 method="wB97M-V/def2-TZVPD" s2=0.753 total_charge=-1 homo_ha="0.027 / -0.143" multiplicity=2 e_above_lowest_ev=1.633
N 1.7631 -0.5653 -1.5119 0.31
N -2.0585 -0.9665 0.9458 0.15
C 2.2905 0.5330 -0.6753 -0.13
C 1.8267 -1.7107 -0.9036 0.39
C -1.8053 1.2703 -0.0495 0.03
C -1.6203 0.3376 1.2054 0.31
H 1.5908 0.6704 0.1398 0.08
H 2.4570 -1.7729 -0.0146 0.08
H 3.3477 0.4062 -0.2486 0.03
H -1.1763 0.9110 -0.8869 0.00
H -2.5456 -1.2122 0.0575 -0.03
H 1.6150 -2.7180 -1.4077 0.00
H -0.5955 0.3542 1.5509 0.01
H -1.2033 -1.5520 1.1461 -0.18
H -1.3226 2.1727 0.2584 -0.02
H -2.1060 0.9544 1.9847 -0.02
H 2.4568 1.4738 -1.2040 0.00
H -2.9141 1.4141 -0.3863 -0.01